Here is C11H8Br2O in the gas phase at a distorted geometry from the Open Molecules 2025 dataset. Energies are from ωB97M-V with the def2-TZVPD basis set.

Each atom is followed by the atoms it is bonded to, with distances in Å.
CARTESIAN COORDINATES (ANGSTROEM)
1 H 0.05 -1.56 -2.24  C3 1.077
2 C -0.91 -1.72 0.97  C5 1.389, H8 1.081, C15 1.377
3 C 0.51 -0.65 -1.90  H1 1.077, C6 1.325, C19 1.503
4 C 1.43 0.88 -0.25  C11 1.819, O13 1.383, Br14 1.941, C19 1.541
5 C -1.94 -1.46 1.87  C2 1.389, H7 1.078, C22 1.386
6 C 0.77 0.42 -2.64  C3 1.325, C11 1.478, H20 1.078
7 H -2.52 -2.28 2.26  C5 1.078
8 H -0.68 -2.73 0.65  C2 1.081
9 Br 2.32 -1.96 -0.16  C19 1.976
10 H 0.90 2.48 -1.91  C11 1.084
11 C 1.45 1.54 -1.95  C4 1.819, C6 1.478, H10 1.084, H16 1.087
12 C -1.47 0.92 1.82  C18 1.379, H21 1.077, C22 1.388
13 O 0.47 1.56 0.47  C4 1.383, C18 1.371
14 Br 3.17 1.16 0.57  C4 1.941
15 C -0.17 -0.65 0.51  C2 1.377, C18 1.394, C19 1.494
16 H 2.48 1.69 -2.25  C11 1.087
17 H -3.03 0.02 2.96  C22 1.080
18 C -0.43 0.64 0.96  C12 1.379, O13 1.371, C15 1.394
19 C 0.96 -0.57 -0.47  C3 1.503, C4 1.541, Br9 1.976, C15 1.494
20 H 0.52 0.50 -3.68  C6 1.078
21 H -1.66 1.92 2.15  C12 1.077
22 C -2.22 -0.16 2.27  C5 1.386, C12 1.388, H17 1.080

Results
E_LUMO   0.3146 eV
Gap between HOMO and LUMO   9.1627 eV
E_tot   -153668.2964 eV
SMILES string   Br[C@@]12CC=C[C@]1(Br)c1ccccc1O2
ΔE to the lowest compared entry with this formula, charge and spin   0.0 kcal/mol

Atom charges from the natural (NBO) analysis, given in e for atoms 1 to 4: 0.228, -0.184, -0.205, 0.245



Here is 2 unconnected molecules or ions with the total composition C5H13O2 at a distorted geometry from the Open Molecules 2025 dataset. Energies are from ωB97M-V with the def2-TZVPD basis set.

Each atom is followed by the atoms it is bonded to, with distances in Å.
CARTESIAN COORDINATES (ANGSTROEM)
1 H 0.94 0.33 0.93  C4 1.135
2 O 1.67 1.99 -0.97  H6 1.006, H7 0.896
3 H -0.60 -1.27 -2.84  C11 1.105
4 C -0.12 0.03 1.19  H1 1.135, H9 1.157, C12 1.719, C14 1.494
5 H 0.67 -0.34 -2.08  C11 1.126
6 H 1.14 2.01 -0.12  O2 1.006
7 H 1.96 1.15 -0.88  O2 0.896
8 O -0.17 2.51 1.46  C12 1.239
9 H 0.15 -0.73 2.02  C4 1.157
10 H -0.76 0.38 -0.84  C14 1.130
11 C 0.15 -1.34 -2.03  H3 1.105, H5 1.126, H15 1.148, C18 1.577
12 C -0.60 1.48 1.98  C4 1.719, O8 1.239, H19 1.149, H20 1.211
13 H -1.91 -0.37 0.12  C14 1.011
14 C -0.91 -0.38 -0.01  C4 1.494, H10 1.130, H13 1.011, C18 1.545
15 H 1.15 -1.90 -2.10  C11 1.148
16 H 0.58 -2.04 -0.02  C18 1.106
17 H -1.04 -2.53 -0.38  C18 1.122
18 C -0.32 -1.69 -0.56  C11 1.577, C14 1.545, H16 1.106, H17 1.122
19 H -0.16 1.35 3.04  C12 1.149
20 H -1.80 1.38 2.11  C12 1.211

Results
Charge   -1
E_LUMO   3.7761 eV
Gap between HOMO and LUMO   6.4622 eV
E_tot   -9488.7912 eV
ΔE to the lowest compared entry with this formula, charge and spin   58.5 kcal/mol

Atom charges from the natural (NBO) analysis, given in e for atoms 1 to 4: 0.158, -0.975, 0.211, -0.473



Here is C5H8O2 in the gas phase at a distorted geometry from the Open Molecules 2025 dataset. Energies are from ωB97M-V with the def2-TZVPD basis set.

Each atom is followed by the atoms it is bonded to, with distances in Å.
CARTESIAN COORDINATES (ANGSTROEM)
1 H -0.54 0.14 1.91  C11 1.098
2 C -0.29 -1.74 0.89  H5 1.081, C11 1.488, O14 1.292
3 C 0.66 -0.81 -0.89  C10 1.505, H12 1.083, O14 1.343
4 H 1.40 1.85 -0.73  C13 1.095
5 H -0.59 -2.63 1.44  C2 1.081
6 H -1.17 0.21 -1.85  O8 0.967
7 H -1.86 -0.26 0.81  C11 1.098
8 O -1.05 0.89 -1.17  H6 0.967, C10 1.432
9 H 0.19 2.36 0.47  C13 1.096
10 C -0.07 0.35 -0.27  C3 1.505, O8 1.432, C11 1.566, C13 1.527
11 C -0.77 -0.33 0.95  H1 1.098, C2 1.488, H7 1.098, C10 1.566
12 H 1.59 -0.80 -1.43  C3 1.083
13 C 0.82 1.52 0.13  H4 1.095, H9 1.096, C10 1.527, H15 1.096
14 O 0.50 -1.90 -0.12  C2 1.292, C3 1.343
15 H 1.50 1.24 0.94  C13 1.096

Results
E_LUMO (alpha / beta)   0.4506 / 0.9336 eV
Gap between HOMO and LUMO (alpha / beta)   7.6248 / 8.5042 eV
E_tot   -9406.4141 eV
ΔE to the lowest compared entry with this formula, charge and spin   78.8 kcal/mol

Atom charges from the natural (NBO) analysis, given in e for atoms 1 to 4: 0.230, 0.124, -0.067, 0.217